No. 1
Here is a cluster of 7 separate species, C25H50O11 in total in a non-equilibrium geometry from OMol25. Energies are from ωB97M-V with the def2-TZVPD basis set.

Lowest unoccupied orbital energy: 0.0127 hartree
SMILES string: CCOC(C)=O.CCOC(C)=O.CCOC(C)=O.CCOC(C)=O.CC(C)=O.CC(C)=O.CC(C)=O
Maximum force: 9.1 eV/A
HOMO-LUMO gap: 9.87 eV
HOMO energy: -9.5250 eV
ΔE to the lowest compared entry with this formula, charge and spin: 8.686 eV

CARTESIAN COORDINATES (ANGSTROEM)
O  -2.70  -4.18  -1.20
C  -2.36  -4.65  -0.07
O  -2.91  -4.46  1.12
C  -4.11  -3.72  1.38
C  -4.55  -4.12  2.71
C  -1.20  -5.67  -0.05
H  -4.80  -3.65  0.56
H  -3.80  -2.52  1.24
H  -3.70  -4.11  3.42
H  -4.65  -5.26  2.50
H  -5.43  -3.56  3.03
H  -1.05  -6.04  -0.94
H  -1.55  -6.28  0.78
H  -0.39  -5.26  0.31
O  0.56  0.97  5.15
C  0.59  2.22  5.14
O  1.30  2.93  4.34
C  2.15  2.22  3.55
C  2.82  3.35  2.62
C  -0.20  3.09  6.21
H  1.43  1.37  3.12
H  2.90  1.61  4.25
H  2.04  3.96  2.15
H  3.43  2.86  1.65
H  3.48  4.06  3.26
H  0.39  3.27  7.15
H  -0.78  2.38  6.67
H  -0.58  3.91  5.74
O  8.07  1.27  -0.60
C  7.19  1.17  0.26
O  5.89  1.00  0.02
C  5.31  1.09  -1.26
C  3.92  0.47  -1.27
C  7.47  1.17  1.77
H  6.06  0.61  -1.88
H  5.25  2.03  -1.51
H  3.40  1.05  -2.14
H  3.48  0.75  -0.21
H  3.97  -0.49  -1.08
H  7.09  0.34  2.15
H  6.99  1.96  2.29
H  8.58  1.28  1.83
O  -0.06  1.15  -5.59
C  -0.30  0.25  -6.42
O  -0.73  -1.00  -6.10
C  -0.96  -1.13  -4.64
C  -1.44  -2.51  -4.41
C  -0.09  0.42  -7.91
H  -1.48  -0.43  -4.24
H  0.10  -1.07  -4.07
H  -1.28  -2.74  -3.45
H  -0.88  -3.53  -4.91
H  -2.50  -2.65  -4.50
H  0.86  0.93  -8.21
H  -0.92  0.99  -8.38
H  -0.05  -0.70  -8.22
C  -2.66  1.34  3.56
C  -2.92  -0.17  3.47
O  -3.92  -0.68  2.68
C  -1.91  -1.11  3.90
H  -2.80  1.63  4.71
H  -3.42  1.78  3.03
H  -1.72  1.60  3.23
H  -1.14  -1.23  3.05
H  -2.27  -2.19  4.17
H  -1.56  -0.73  4.82
C  -3.04  2.55  -3.59
C  -2.24  2.43  -2.32
O  -2.73  2.19  -1.19
C  -0.71  2.85  -2.48
H  -3.92  2.98  -3.27
H  -3.16  1.47  -3.89
H  -2.55  3.14  -4.37
H  -0.54  2.33  -3.32
H  -0.18  2.58  -1.52
H  -0.45  4.08  -2.38
C  0.06  0.61  0.55
C  -0.14  -0.30  -0.55
O  0.73  -0.51  -1.57
C  -1.36  -1.20  -0.59
H  -0.87  1.32  0.56
H  1.09  1.11  0.51
H  -0.04  0.10  1.62
H  -2.04  -0.91  -1.28
H  -1.84  -1.32  0.28
H  -1.01  -2.19  -0.93

Which charges does Löwdin predict for the atoms? In e, they are: 0.0271, -0.4635, -0.0197, -0.2625, -0.0775, 0.0607, 0.1097, 0.1521, 0.0719, 0.1201, 0.0927, 0.0380, 0.0990, 0.0296, 0.0319, -0.4999, -0.0250, -0.2473, -0.0569, 0.0531, 0.1331, 0.1610, 0.0480, 0.1150, 0.0954, 0.1114, 0.0409, 0.0421, 0.0756, -0.4960, -0.0154, -0.2303, -0.0362, 0.0356, 0.1283, 0.0679, 0.1327, 0.1006, 0.0115, 0.0310, 0.0716, 0.1089, 0.0385, -0.5049, -0.0115, -0.1932, -0.0743, 0.0041, 0.0367, 0.1682, -0.0133, 0.1686, 0.0743, 0.0908, 0.0879, 0.1161, 0.0018, -0.3673, -0.0689, -0.0516, 0.1419, 0.0429, 0.0396, 0.1173, 0.1216, 0.0514, -0.0160, -0.4373, 0.0102, -0.0061, 0.0531, 0.1097, 0.0919, -0.0105, 0.0631, 0.1555, -0.0547, -0.3738, -0.0574, 0.0020, 0.1242, 0.0869, 0.1096, 0.0551, 0.0204, 0.0910

No. 2
Here is a structure of composition C42H62N4O2PdSe from OMol25. Energies are from ωB97M-V with the def2-TZVPD basis set.

Lowest unoccupied orbital energy (alpha / beta): 0.0074 / -0.0109 hartree
Multiplicity: 3
Maximum force: 0.8 eV/A
HOMO-LUMO gap (alpha / beta): 6.80 / 6.56 eV
HOMO energy (alpha / beta): -6.5981 / -6.8563 eV
ΔE to the lowest compared entry with this formula, charge and spin: 0.000 eV

CARTESIAN COORDINATES (ANGSTROEM)
Pd  -0.42  -0.15  -1.68
C  0.55  -1.19  -4.59
N  -0.60  -1.42  -3.71
C  -1.84  -1.27  -4.48
C  -0.53  -2.77  -3.13
C  -1.42  -2.90  -1.90
N  -0.91  -2.10  -0.78
C  0.26  -2.77  -0.14
C  1.34  -1.87  0.38
C  1.81  -1.97  1.68
C  2.91  -1.22  2.11
C  3.46  -0.32  1.20
C  3.00  -0.15  -0.10
C  1.96  -0.99  -0.53
O  1.50  -0.98  -1.79
C  3.66  0.83  -1.07
C  2.63  1.82  -1.64
C  4.74  1.67  -0.38
C  4.32  0.05  -2.21
C  3.47  -1.43  3.52
C  2.45  -0.95  4.56
C  3.74  -2.92  3.74
C  4.78  -0.67  3.74
C  -2.00  -1.86  0.20
C  -1.55  -1.10  1.40
C  -1.63  -1.67  2.66
C  -1.26  -0.97  3.80
C  -0.81  0.33  3.61
C  -0.74  0.98  2.37
C  -1.12  0.24  1.24
O  -1.15  0.77  0.03
C  -0.27  2.44  2.35
C  -1.08  3.26  3.37
C  -0.41  3.15  1.00
C  1.21  2.48  2.74
C  -1.47  -1.59  5.18
C  -2.98  -1.66  5.46
C  -0.81  -0.77  6.28
C  -0.90  -3.02  5.23
H  0.58  -1.93  -5.40
H  1.46  -1.24  -4.00
H  0.46  -0.20  -5.04
H  -1.90  -2.05  -5.26
H  -1.85  -0.30  -4.96
H  -2.71  -1.33  -3.84
H  0.51  -2.93  -2.85
H  -0.81  -3.52  -3.89
H  -1.49  -3.96  -1.61
H  -2.43  -2.56  -2.12
H  0.69  -3.43  -0.90
H  -0.12  -3.41  0.66
H  1.31  -2.66  2.36
H  4.30  0.28  1.53
H  2.22  2.45  -0.85
H  1.81  1.29  -2.14
H  3.11  2.47  -2.38
H  4.34  2.22  0.47
H  5.14  2.39  -1.10
H  5.58  1.06  -0.03
H  3.58  -0.51  -2.77
H  5.06  -0.66  -1.82
H  4.83  0.73  -2.89
H  1.48  -1.40  4.39
H  2.32  0.13  4.49
H  2.79  -1.19  5.57
H  2.82  -3.50  3.71
H  4.20  -3.08  4.72
H  4.41  -3.32  2.97
H  4.63  0.41  3.66
H  5.54  -0.96  3.02
H  5.16  -0.88  4.74
H  -2.39  -2.84  0.52
H  -2.79  -1.33  -0.33
H  -2.00  -2.69  2.73
H  -0.51  0.90  4.48
H  -2.14  3.21  3.15
H  -0.77  4.30  3.32
H  -0.93  2.92  4.40
H  -1.43  3.15  0.64
H  0.21  2.68  0.24
H  -0.08  4.18  1.13
H  1.37  2.09  3.75
H  1.58  3.51  2.72
H  1.81  1.88  2.06
H  -3.42  -0.66  5.44
H  -3.17  -2.11  6.44
H  -3.49  -2.27  4.71
H  -1.26  0.22  6.36
H  0.26  -0.65  6.11
H  -0.94  -1.27  7.24
H  -1.42  -3.68  4.53
H  -1.03  -3.44  6.23
H  0.16  -3.04  4.99
C  -1.27  2.85  -4.60
N  -2.65  2.42  -4.75
C  -3.40  1.80  -3.81
Se  -2.90  1.28  -2.11
N  -4.64  1.65  -4.33
C  -4.70  2.18  -5.61
C  -5.72  2.28  -6.54
C  -5.41  2.88  -7.75
C  -4.13  3.38  -8.02
C  -3.11  3.28  -7.08
C  -3.43  2.67  -5.88
H  -0.93  2.54  -3.61
H  -1.21  3.94  -4.68
H  -0.66  2.40  -5.37
H  -5.39  1.23  -3.80
H  -6.71  1.90  -6.34
H  -6.18  2.98  -8.51
H  -3.93  3.85  -8.97
H  -2.12  3.67  -7.28

These are the Löwdin partial charges, in e, on atoms 1 to 99: 0.9539, -0.0828, -0.3130, -0.1072, -0.1939, -0.1709, -0.2064, -0.0881, -0.1288, 0.0157, -0.1583, 0.0162, -0.0926, -0.3039, -0.2351, -0.5292, -0.0418, -0.0676, -0.0396, -0.5457, -0.0447, -0.0498, -0.0648, -0.1343, -0.1494, -0.0033, -0.1808, 0.0119, -0.0696, -0.2882, -0.3543, -0.5210, -0.0522, -0.0612, -0.0371, -0.5547, -0.0474, -0.0575, -0.0488, 0.0950, 0.0669, 0.0809, 0.0955, 0.0707, 0.0594, 0.1064, 0.1288, 0.1347, 0.1122, 0.1227, 0.1317, 0.1143, 0.0837, 0.0750, 0.0515, 0.0833, 0.0841, 0.0836, 0.0850, 0.0653, 0.0898, 0.0817, 0.0491, 0.0754, 0.0916, 0.0714, 0.0816, 0.0904, 0.0830, 0.0885, 0.0839, 0.1298, 0.1037, 0.1117, 0.0948, 0.0915, 0.0811, 0.0708, 0.0816, 0.0585, 0.0827, 0.0675, 0.0851, 0.0771, 0.0885, 0.0819, 0.0792, 0.0833, 0.0683, 0.0853, 0.0731, 0.0838, 0.0691, -0.0210, -0.0765, -0.7317, 0.7624, 0.1184, -0.1782

No. 3
Here is a structure of composition C29H44As2FMoN6O3PSiTe in a non-equilibrium geometry from OMol25. Energies are from ωB97M-V with the def2-TZVPD basis set.

Lowest unoccupied orbital energy (alpha / beta): -0.2124 / -0.2801 hartree
Multiplicity: 3
Net charge: +2
Maximum force: 1.1 eV/A
HOMO-LUMO gap (alpha / beta): 6.77 / 5.09 eV
HOMO energy (alpha / beta): -12.5483 / -12.7180 eV

CARTESIAN COORDINATES (ANGSTROEM)
Mo  0.08  0.36  0.38
C  -1.18  3.82  1.56
Si  -2.45  2.81  0.62
C  -3.02  3.74  -0.89
C  -3.90  2.54  1.77
N  -1.78  1.21  0.20
C  -2.77  0.22  -0.07
C  -3.91  0.46  -0.85
C  -4.89  -0.51  -1.01
C  -4.77  -1.75  -0.40
C  -3.65  -2.03  0.37
C  -2.70  -1.04  0.49
F  -1.57  -1.29  1.25
H  -1.60  4.10  2.53
H  -0.95  4.75  1.05
H  -0.24  3.30  1.76
H  -4.12  3.77  -0.93
H  -2.68  3.29  -1.82
H  -2.68  4.78  -0.87
H  -4.69  3.27  1.55
H  -3.62  2.69  2.81
H  -4.36  1.55  1.68
H  -4.02  1.42  -1.34
H  -5.76  -0.28  -1.62
H  -5.54  -2.50  -0.53
H  -3.52  -2.97  0.87
N  -0.58  1.24  4.55
C  -1.12  1.03  3.34
N  -0.14  0.82  2.48
C  0.99  0.92  3.24
N  0.77  1.17  4.51
C  2.25  0.66  2.56
C  3.50  0.73  3.15
N  4.61  0.44  2.48
C  4.45  0.07  1.21
C  3.21  0.00  0.60
N  2.09  0.31  1.28
H  -1.05  1.43  5.42
H  -2.17  1.04  3.13
H  3.60  1.03  4.18
H  5.34  -0.18  0.64
H  3.10  -0.29  -0.43
C  -1.11  0.88  -3.40
As  0.09  -0.06  -2.21
C  0.05  -1.84  -2.94
C  1.82  0.63  -2.77
C  2.53  0.11  -3.84
C  3.76  0.65  -4.20
C  4.27  1.73  -3.49
C  3.56  2.26  -2.42
C  2.34  1.71  -2.05
As  1.27  2.43  -0.60
C  0.41  3.91  -1.52
C  2.56  3.39  0.48
H  -0.74  0.75  -4.42
H  -1.14  1.94  -3.16
H  -2.11  0.46  -3.31
H  -0.05  -1.79  -4.02
H  -0.82  -2.36  -2.52
H  0.95  -2.38  -2.66
H  2.14  -0.73  -4.41
H  4.31  0.24  -5.03
H  5.22  2.16  -3.77
H  3.97  3.11  -1.88
H  1.08  4.19  -2.34
H  0.29  4.74  -0.84
H  -0.56  3.63  -1.92
H  2.86  4.29  -0.06
H  2.11  3.68  1.42
H  3.44  2.78  0.66
C  -0.78  -6.03  1.30
C  -0.79  -4.58  0.91
O  0.58  -4.19  0.53
P  1.27  -2.84  0.87
O  0.79  -1.68  0.05
Te  3.54  -3.50  0.41
O  1.03  -2.47  2.37
C  1.48  -3.32  3.48
C  2.52  -2.58  4.28
H  -1.79  -6.33  1.59
H  -0.12  -6.21  2.14
H  -0.47  -6.66  0.46
H  -1.12  -3.93  1.71
H  -1.40  -4.39  0.03
H  1.86  -4.27  3.09
H  0.59  -3.52  4.07
H  3.40  -2.34  3.68
H  2.85  -3.21  5.11
H  2.11  -1.66  4.70

Which charges does natural (NBO) predict for the atoms? In e, they are: 0.6604, -1.1547, 1.8594, -1.1669, -1.1625, -1.0747, 0.1506, -0.2659, -0.1760, -0.2054, -0.2521, 0.2935, -0.3339, 0.2568, 0.2497, 0.2206, 0.2594, 0.2336, 0.2562, 0.2664, 0.2279, 0.2504, 0.2328, 0.2371, 0.2393, 0.2344, -0.3117, 0.2298, -0.5073, 0.3314, -0.2194, 0.1062, 0.0523, -0.3235, 0.0107, -0.0139, -0.3910, 0.4473, 0.2562, 0.2397, 0.2319, 0.2466, -0.9319, 1.1850, -0.9397, -0.4033, -0.1989, -0.1781, -0.2004, -0.1721, -0.2769, 1.1614, -0.9295, -0.9544, 0.2470, 0.2331, 0.2519, 0.2431, 0.2492, 0.2494, 0.2261, 0.2391, 0.2387, 0.2144, 0.2538, 0.2491, 0.2444, 0.2526, 0.2500, 0.2385, -0.6343, -0.0583, -0.8488, 2.1056, -1.0945, 0.1552, -0.8582, -0.0629, -0.6396, 0.2395, 0.2196, 0.2345, 0.1883, 0.2014, 0.1982, 0.2076, 0.2177, 0.2494, 0.2163

No. 4
Here is a structure of composition C61H73BF4Ge2N10PRb from OMol25. Energies are from ωB97M-V with the def2-TZVPD basis set.

Lowest unoccupied orbital energy: 0.1033 hartree
Net charge: -2
Maximum force: 0.9 eV/A
HOMO-LUMO gap: 4.54 eV
HOMO energy: -1.7255 eV
ΔE to the lowest compared entry with this formula, charge and spin: 1.517 eV

CARTESIAN COORDINATES (ANGSTROEM)
Rb  0.46  -0.03  0.15
C  5.54  0.30  1.41
C  4.59  0.53  2.59
C  4.31  2.02  2.77
P  3.02  -0.42  2.24
C  2.02  -0.08  3.81
C  2.70  -0.11  5.18
C  0.82  -1.03  3.80
C  3.67  -2.12  2.44
C  4.32  -2.58  3.58
C  4.80  -3.88  3.70
C  5.47  -4.37  4.96
C  4.63  -4.73  2.61
C  4.03  -4.31  1.44
C  3.53  -2.97  1.30
N  3.00  -2.50  0.17
C  2.91  -3.29  -0.96
C  1.83  -4.16  -1.20
C  0.79  -4.33  -0.13
C  1.74  -4.84  -2.41
C  2.70  -4.70  -3.41
C  2.59  -5.47  -4.70
C  3.77  -3.85  -3.17
C  3.90  -3.16  -1.97
C  5.07  -2.26  -1.70
H  6.50  0.80  1.59
H  5.10  0.72  0.50
H  5.72  -0.76  1.26
H  5.05  0.13  3.49
H  3.76  2.41  1.91
H  5.24  2.58  2.86
H  3.71  2.22  3.66
H  1.66  0.94  3.63
H  2.88  -1.13  5.50
H  2.03  0.35  5.92
H  3.64  0.44  5.19
H  1.15  -2.06  3.92
H  0.27  -0.98  2.86
H  0.13  -0.79  4.61
H  4.48  -1.91  4.41
H  5.54  -3.57  5.70
H  6.48  -4.74  4.76
H  4.90  -5.20  5.41
H  4.99  -5.76  2.68
H  3.92  -4.99  0.61
H  1.24  -4.56  0.83
H  0.08  -5.12  -0.38
H  0.23  -3.41  0.02
H  0.90  -5.50  -2.57
H  1.61  -5.93  -4.81
H  3.34  -6.27  -4.74
H  2.75  -4.82  -5.57
H  4.54  -3.73  -3.94
H  5.66  -2.10  -2.61
H  5.72  -2.70  -0.94
H  4.73  -1.31  -1.30
C  -1.49  -3.78  -4.09
C  -1.45  -3.16  -2.69
Ge  -2.55  -1.50  -2.58
C  -1.89  -0.28  -4.02
C  -3.00  0.16  -4.99
C  -4.45  -1.96  -2.94
C  -5.19  -1.54  -1.90
Ge  -3.89  -0.58  -0.68
C  -4.15  -0.81  1.28
C  -4.91  -2.08  1.66
C  -3.98  1.38  -1.09
C  -5.39  1.97  -0.99
C  -6.62  -1.79  -1.70
C  -7.35  -1.01  -0.79
C  -8.69  -1.24  -0.55
C  -9.35  -2.27  -1.21
C  -8.65  -3.05  -2.13
C  -7.31  -2.81  -2.37
H  -0.90  -4.70  -4.12
H  -1.08  -3.09  -4.84
H  -2.51  -4.02  -4.38
H  -0.42  -2.91  -2.43
H  -1.82  -3.87  -1.95
H  -1.09  -0.79  -4.56
H  -1.46  0.59  -3.54
H  -3.44  -0.70  -5.50
H  -2.60  0.84  -5.75
H  -3.80  0.68  -4.45
H  -4.89  -2.47  -3.80
H  -4.65  0.09  1.65
H  -3.16  -0.84  1.72
H  -5.96  -2.04  1.37
H  -4.85  -2.24  2.74
H  -4.46  -2.95  1.19
H  -3.58  1.52  -2.10
H  -3.31  1.88  -0.39
H  -6.06  1.50  -1.71
H  -5.39  3.05  -1.19
H  -5.80  1.82  0.01
H  -6.84  -0.21  -0.28
H  -9.23  -0.64  0.17
H  -10.40  -2.46  -1.02
H  -9.16  -3.85  -2.65
H  -6.78  -3.43  -3.07
N  2.99  0.16  -3.86
C  2.18  -0.47  -2.99
N  1.16  0.30  -2.72
C  1.40  1.44  -3.43
N  2.50  1.38  -4.15
C  0.58  2.64  -3.34
C  0.89  3.76  -4.12
N  0.18  4.88  -4.07
C  -0.84  4.88  -3.21
C  -1.14  3.78  -2.43
N  -0.44  2.66  -2.49
H  3.87  -0.13  -4.23
H  2.37  -1.46  -2.60
H  1.73  3.74  -4.80
H  -1.43  5.79  -3.16
H  -1.98  3.79  -1.74
N  -1.62  10.63  3.90
C  -1.57  9.50  3.69
C  -1.54  8.10  3.45
C  -2.22  7.22  4.31
C  -2.21  5.87  4.07
C  -1.52  5.35  2.98
C  -0.84  6.21  2.12
C  -0.85  7.57  2.35
N  -1.52  3.97  2.73
C  -1.56  2.96  3.67
C  -1.55  1.79  2.96
N  -1.52  2.07  1.61
C  -1.50  3.36  1.51
H  -2.76  7.63  5.15
H  -2.75  5.20  4.73
H  -0.28  5.81  1.29
H  -0.31  8.24  1.69
H  -1.53  3.16  4.73
H  -1.57  0.78  3.33
H  -1.49  3.91  0.58
F  -1.59  -2.44  1.30
B  -1.78  -3.21  2.50
F  -2.68  -4.25  2.22
F  -2.32  -2.35  3.48
F  -0.56  -3.73  2.92
N  5.05  7.23  -0.97
C  4.44  6.26  -0.82
C  3.70  5.06  -0.64
C  4.12  3.87  -1.25
C  3.40  2.70  -1.04
C  2.25  2.63  -0.23
C  1.87  3.86  0.35
C  2.56  5.04  0.17
H  5.00  3.88  -1.88
H  3.77  1.80  -1.52
H  0.99  3.88  1.00
H  2.25  5.96  0.65

These are the Löwdin partial charges, in e, on atoms 1 to 99: 0.4609, -0.1233, -0.5626, -0.1188, 1.0348, -0.5543, -0.1253, -0.1414, -0.3108, -0.0788, -0.3153, -0.0872, -0.0797, -0.0335, -0.3403, 0.0393, -0.2863, -0.2095, -0.0267, -0.0341, -0.2955, -0.0728, -0.0461, -0.2490, -0.0511, 0.0705, 0.0586, 0.0630, 0.0861, 0.0474, 0.0735, 0.0586, 0.0847, 0.0631, 0.0701, 0.0554, 0.0804, 0.0232, 0.0818, 0.0834, 0.0615, 0.0619, 0.0649, 0.1002, 0.1017, 0.0819, 0.0841, 0.0626, 0.1063, 0.0614, 0.0693, 0.0676, 0.1061, 0.0649, 0.0816, 0.0625, -0.1725, -0.3568, 0.9057, -0.3633, -0.1837, -0.2379, -0.3514, 0.9505, -0.3392, -0.1617, -0.3666, -0.1867, -0.2333, -0.0614, -0.0900, -0.1121, -0.1000, -0.0399, 0.0500, 0.0567, 0.0584, 0.0406, 0.0649, 0.0475, 0.0095, 0.0582, 0.0610, 0.0548, 0.0503, 0.0583, 0.0246, 0.0476, 0.0724, 0.0673, 0.0358, 0.0270, 0.0575, 0.0580, 0.0546, 0.0841, 0.0980, 0.0907, 0.0940